[1]
C7H12O3 | ωB97M-V with the def2-TZVPD basis set

Geometry as XYZ:
```
22
Properties=species:S:1:pos:R:3:mulliken_spin:R:1
C 1.554 -1.136 -0.036 0.38
C 1.436 -2.247 -0.820 0.98
C 0.478 -0.685 0.924 0.23
C -2.031 0.900 -0.902 0.01
C 0.917 0.258 2.016 0.00
C 2.734 -0.133 -0.099 -0.01
C -3.164 1.861 -1.148 0.00
O -0.674 -1.147 0.819 0.28
O -0.931 1.339 -0.794 0.00
O -2.542 -0.302 -0.844 0.00
H 0.682 -2.990 -0.677 0.03
H 2.216 -2.489 -1.454 0.01
H 0.746 1.339 1.697 0.00
H 1.981 0.088 2.228 0.00
H 0.327 0.106 2.993 0.00
H 3.461 -0.338 0.765 0.06
H 2.273 0.874 0.057 0.01
H 3.265 -0.268 -1.035 0.00
H -3.891 1.679 -2.006 0.00
H -2.789 2.813 -0.855 0.00
H -3.947 1.588 -0.338 0.00
H -2.100 -1.111 -0.492 0.00
```

Output
⟨S²⟩: 2.0108
F_max: 8.69 eV/A
HOMO-LUMO gap (spin up / spin down): 7.339 / 6.751 eV
E_HOMO (spin up / spin down): -6.499 / -9.559 eV
2S+1: 3

[2]
C6H11OP | ωB97M-V with the def2-TZVPD basis set

Geometry as XYZ:
```
19
Properties=species:S:1:pos:R:3:lowdin_charge:R:1
C 0.022 0.232 1.156 -0.54
C -0.812 0.826 -1.042 -0.18
C -0.784 -0.638 -1.105 -0.20
C 0.229 1.202 0.069 -0.42
C -0.956 -1.191 0.333 -0.26
C 1.696 0.923 -0.420 -0.07
O -0.554 -2.469 0.712 -0.05
P 0.259 0.380 2.767 0.83
H -0.507 1.152 -1.972 0.08
H -1.757 1.319 -0.805 0.13
H -1.429 -0.992 -1.888 0.11
H 0.212 -1.071 -1.415 0.13
H 0.120 2.243 0.357 0.13
H -2.015 -1.108 0.723 0.15
H 2.427 1.614 0.105 0.10
H 1.606 1.171 -1.438 0.05
H 2.132 -0.074 -0.186 0.08
H 0.353 -2.792 0.673 0.10
H -0.243 -0.725 3.377 -0.18
```

Output
F_max: 4.75 eV/A
HOMO-LUMO gap: 9.253 eV
E_HOMO: -8.588 eV
2S+1: 1

[3]
C2H9N3S | ωB97M-V with the def2-TZVPD basis set

Geometry as XYZ:
```
15
Properties=species:S:1:pos:R:3:mulliken_spin:R:1
C -0.673 -0.865 1.337 0.03
C 0.262 -0.934 0.089 0.00
N -0.671 2.283 0.183 0.10
N 0.352 1.536 -0.291 0.88
N -0.149 0.102 -1.011 0.60
S 0.114 -0.173 -2.555 0.35
H -1.717 -0.975 1.083 0.00
H -0.271 -1.626 1.995 0.00
H -0.700 0.204 1.685 0.02
H 1.197 -0.544 0.480 -0.02
H 0.396 -1.780 -0.500 0.01
H -1.515 2.512 -0.391 0.06
H -0.919 1.695 0.987 0.00
H 0.717 2.039 -1.122 -0.05
H 1.429 -0.243 -2.769 0.03
```

Output
⟨S²⟩: 2.0108
F_max: 7.76 eV/A
HOMO-LUMO gap (spin up / spin down): 5.249 / 6.835 eV
E_HOMO (spin up / spin down): -4.227 / -8.706 eV
2S+1: 3

[4]
C37H24BrCaF7N9S2 | ωB97M-V with the def2-TZVPD basis set

Geometry as XYZ:
```
81
Properties=species:S:1:pos:R:3:lowdin_charge:R:1
Ca -0.491 0.556 1.259 1.13
C 1.403 1.146 4.657 -0.03
C -0.013 1.079 4.156 -0.30
C -0.728 -0.119 4.178 -0.05
C -2.053 -0.187 3.743 -0.29
C -2.823 -1.477 3.813 -0.04
C -2.658 0.977 3.268 -0.05
C -1.976 2.195 3.248 -0.30
C -2.647 3.457 2.782 -0.03
C -0.650 2.223 3.678 -0.09
H 1.827 0.151 4.785 0.08
H 1.431 1.649 5.625 0.10
H 2.038 1.715 3.977 0.06
H -0.244 -1.018 4.541 0.13
H -3.460 -1.487 4.699 0.10
H -2.155 -2.335 3.877 0.08
H -3.465 -1.603 2.942 0.07
H -3.688 0.935 2.930 0.13
H -2.983 4.035 3.646 0.10
H -3.520 3.244 2.165 0.08
H -1.958 4.083 2.215 0.08
H -0.106 3.161 3.655 0.12
F 3.806 -5.307 2.978 0.16
C 4.086 -4.376 2.057 -0.59
F 4.179 -4.991 0.871 0.17
F 5.287 -3.859 2.345 0.15
C 3.014 -3.311 2.024 -0.08
C 3.344 -1.970 1.957 0.03
C 2.315 -1.046 1.897 -0.14
N 1.024 -1.385 1.914 -0.02
C 0.724 -2.686 1.986 -0.12
C 1.679 -3.683 2.038 0.03
H 4.375 -1.648 1.943 0.13
H 2.534 0.015 1.827 0.08
H -0.330 -2.939 1.992 0.10
H 1.383 -4.722 2.082 0.13
S 2.627 -1.164 -2.373 0.60
C 1.476 -0.498 -1.432 -0.95
N 0.652 -0.023 -0.747 -0.04
Br -6.348 1.240 -0.691 0.80
C -4.600 1.937 -0.696 -0.67
C -4.305 3.128 -1.341 -0.08
C -2.998 3.579 -1.303 -0.03
C -2.044 2.835 -0.627 -0.13
N -2.334 1.686 -0.007 -0.03
C -3.594 1.247 -0.045 -0.23
H -5.080 3.681 -1.854 0.12
H -2.714 4.502 -1.789 0.12
H -1.015 3.169 -0.585 0.06
H -3.808 0.312 0.455 0.08
F -1.937 -0.303 -2.326 0.13
C -1.116 -1.031 -3.075 -0.17
C -0.503 -0.463 -4.116 -0.15
F -0.705 0.824 -4.351 0.14
C 0.374 -1.209 -5.003 -0.03
C 0.393 -2.647 -4.763 -0.15
C -0.196 -3.204 -3.696 -0.15
F -0.077 -4.504 -3.482 0.15
C -0.889 -2.413 -2.703 -0.01
C -1.242 -2.905 -1.483 -0.11
C -1.720 -2.055 -0.436 -0.13
N -1.989 -1.407 0.475 0.18
C -0.993 -4.239 -1.020 -0.16
N -0.817 -5.260 -0.523 0.22
F 1.079 -3.409 -5.590 0.16
C 1.140 -0.610 -5.947 -0.11
C 2.007 -1.313 -6.846 -0.15
N 2.737 -1.800 -7.587 0.23
C 1.237 0.819 -6.072 -0.14
N 1.397 1.950 -6.180 0.22
S 1.410 2.730 1.102 0.61
C 1.877 2.761 -0.536 -0.81
N 3.055 2.177 -0.896 0.09
C 3.509 2.131 -2.161 -0.07
C 2.776 2.726 -3.143 -0.03
C 1.580 3.329 -2.737 -0.07
N 1.146 3.356 -1.490 0.08
H 3.575 1.719 -0.160 0.14
H 4.444 1.617 -2.323 0.13
H 3.087 2.716 -4.175 0.10
H 0.947 3.816 -3.471 0.12
```

Output
F_max: 0.15 eV/A
HOMO-LUMO gap: 5.643 eV
E_HOMO: -11.132 eV
Total charge: +1
2S+1: 1

[5]
C7H12N2O | ωB97M-V with the def2-TZVPD basis set

Geometry as XYZ:
```
22
Properties=species:S:1:pos:R:3:lowdin_charge:R:1
C 0.526 -1.486 -0.486 -0.08
C 1.486 0.048 1.351 -0.02
C -0.992 0.126 0.714 -0.47
C 0.303 -0.469 0.600 -0.21
C 0.568 -0.307 -1.414 -0.28
N -2.100 -0.742 0.666 0.09
N -1.117 1.250 1.559 0.11
C -0.785 0.617 -1.288 -0.30
C 1.585 0.192 -2.121 0.06
O -0.731 1.818 -1.600 -0.03
H -2.038 -1.495 1.345 0.10
H -2.972 -0.234 0.786 0.09
H -2.094 1.522 1.610 0.09
H -0.605 2.024 1.132 0.09
H -1.567 -0.064 -1.673 0.13
H -0.328 -2.144 -0.650 0.11
H 1.475 -2.018 -0.400 0.12
H 1.501 -0.439 2.332 0.10
H 2.428 -0.154 0.839 0.09
H 1.452 1.125 1.528 0.08
H 1.462 1.136 -2.646 0.06
H 2.545 -0.307 -2.185 0.06
```

Output
F_max: 4.49 eV/A
HOMO-LUMO gap: 7.555 eV
E_HOMO: -7.515 eV
2S+1: 1

[6]
C15H21NO3 | ωB97M-V with the def2-TZVPD basis set

Geometry as XYZ:
```
40
Properties=species:S:1:pos:R:3:lowdin_charge:R:1
O 1.224 1.734 -1.730 0.10
C 1.670 1.549 -0.622 -0.46
O 1.167 2.111 0.488 -0.01
C 0.008 2.928 0.348 -0.16
C -1.252 2.175 0.767 -0.14
C -1.528 0.975 -0.146 -0.20
N -2.858 0.446 0.098 -0.18
C -3.485 -0.165 -1.058 -0.20
C -2.908 -1.541 -1.414 -0.18
C -3.042 -2.472 -0.211 -0.21
C -2.373 -1.837 1.005 -0.19
C -2.952 -0.436 1.247 -0.19
C 2.839 0.690 -0.335 -0.13
C 3.283 0.453 0.963 -0.01
C 4.379 -0.357 1.183 -0.02
C 5.048 -0.941 0.110 -0.32
O 6.128 -1.738 0.284 0.06
C 4.604 -0.707 -1.191 0.00
C 3.509 0.099 -1.407 0.00
H -0.069 3.254 -0.695 0.12
H 0.171 3.794 0.996 0.13
H -1.138 1.845 1.801 0.11
H -2.100 2.858 0.716 0.12
H -0.735 0.225 -0.008 0.12
H -1.481 1.314 -1.183 0.13
H -3.392 0.518 -1.905 0.12
H -4.551 -0.274 -0.826 0.12
H -1.856 -1.434 -1.685 0.11
H -3.439 -1.951 -2.274 0.11
H -2.590 -3.442 -0.428 0.11
H -4.101 -2.634 0.002 0.11
H -1.297 -1.767 0.834 0.10
H -2.531 -2.452 1.893 0.11
H -2.450 0.038 2.093 0.11
H -4.015 -0.528 1.495 0.12
H 2.767 0.905 1.794 0.12
H 4.724 -0.541 2.193 0.11
H 6.337 -1.819 1.223 0.11
H 5.134 -1.168 -2.009 0.12
H 3.152 0.292 -2.406 0.12
```

Output
F_max: 0.66 eV/A
HOMO-LUMO gap: 8.695 eV
E_HOMO: -8.056 eV
SMILES: O=C(OCCCN1CCCCC1)c1ccc(O)cc1
2S+1: 1